Density functional theory data (ωB97M-V/def2-TZVPD) for C48H58BrN7OPb as an isolated structure.

Last column: Löwdin charge in e.
CARTESIAN COORDINATES (ANGSTROEM)
Pb (0.25234, -0.15687, 0.00273)  1.499
C (-3.05108, -2.25126, -1.41813)  -0.204
C (-2.69692, -2.97845, -0.09866)  -0.161
C (-1.23921, -3.33835, 0.37827)  -0.193
N (-0.06291, -2.87834, -0.40180)  -0.170
C (1.31451, -3.11068, 0.28750)  -0.303
C (1.38281, -4.52473, 0.81836)  -0.057
C (1.99028, -5.65041, 0.41125)  -0.127
C (2.89560, -5.86080, -0.68518)  -0.168
C (3.43334, -4.87439, -1.44766)  -0.153
C (3.24455, -3.46863, -1.45353)  -0.078
C (2.35016, -2.62574, -0.78069)  -0.292
N (2.23947, -1.32522, -0.99634)  -0.063
C (3.05686, -0.65659, -1.98772)  -0.237
C (3.69847, 0.66077, -1.51820)  -0.168
C (2.74333, 1.60051, -0.76426)  -0.247
N (1.41060, 1.44930, -1.30635)  -0.110
C (0.99422, 2.00875, -2.40600)  -0.249
C (1.64975, 3.13791, -2.97868)  -0.048
C (1.42492, 3.85934, -4.13550)  -0.133
C (0.56272, 3.61734, -5.19768)  -0.159
C (-0.31250, 2.53596, -5.28920)  -0.130
C (-0.64463, 1.57491, -4.35967)  -0.043
C (-0.24892, 1.37331, -2.99390)  -0.254
N (-0.85570, 0.53349, -2.21948)  -0.036
C (-2.07630, -0.13779, -2.62759)  -0.222
C (-2.81080, -0.72825, -1.39940)  -0.200
H (-4.11326, -2.43958, -1.59651)  0.098
H (-2.53778, -2.70259, -2.26348)  0.066
H (-3.24168, -3.92621, -0.10728)  0.093
H (-3.15075, -2.38070, 0.69561)  0.058
H (-1.19383, -4.43391, 0.44208)  0.101
H (-1.11446, -2.96422, 1.38665)  0.080
H (0.80047, -4.59358, 1.73208)  0.094
H (1.78982, -6.52960, 1.02052)  0.087
H (3.22454, -6.87905, -0.86414)  0.064
H (4.14673, -5.21176, -2.19761)  0.083
H (3.86981, -2.97681, -2.18321)  0.059
H (2.43193, -0.43215, -2.86178)  0.115
H (3.88147, -1.26835, -2.35281)  0.084
H (4.06348, 1.16532, -2.41696)  0.102
H (4.56547, 0.45508, -0.88191)  0.097
H (3.13397, 2.62248, -0.78462)  0.097
H (2.70354, 1.29653, 0.28905)  0.089
H (2.42475, 3.54876, -2.34312)  0.085
H (2.04894, 4.74282, -4.24243)  0.090
H (0.59934, 4.30072, -6.03810)  0.071
H (-0.82431, 2.43689, -6.24231)  0.088
H (-1.34677, 0.83247, -4.71813)  0.077
H (-1.82698, -0.94860, -3.32974)  0.112
H (-2.73981, 0.54889, -3.16688)  0.109
H (-3.75562, -0.20287, -1.24632)  0.108
H (-2.21878, -0.49292, -0.52262)  -0.019
C (-7.63584, 2.82026, 1.17276)  -0.082
C (-6.66738, 3.97174, 0.89105)  -0.568
C (-7.06995, 4.59801, -0.45131)  -0.066
C (-6.82970, 5.02418, 2.00156)  -0.060
C (-5.21522, 3.48949, 0.85379)  -0.211
C (-4.81370, 2.26453, 1.37483)  -0.122
C (-3.48399, 1.88931, 1.33932)  -0.550
Br (-3.03378, 0.20901, 2.13158)  0.796
C (-2.41983, 2.65606, 0.77015)  -0.440
O (-1.22945, 2.22562, 0.62792)  -0.208
C (-2.84771, 3.97994, 0.35956)  -0.090
C (-4.19147, 4.32060, 0.38199)  -0.013
C (-1.80585, 4.97609, -0.16637)  -0.534
C (-1.35860, 4.51075, -1.55667)  -0.036
C (-0.58319, 5.04784, 0.76677)  -0.052
C (-2.35972, 6.39972, -0.28078)  -0.088
H (-8.66879, 3.17538, 1.09122)  0.074
H (-7.49851, 2.41697, 2.17965)  0.077
H (-7.49073, 2.00748, 0.45585)  0.087
H (-8.10846, 4.94870, -0.41398)  0.073
H (-6.97886, 3.85989, -1.25271)  0.088
H (-6.43624, 5.44877, -0.70690)  0.068
H (-7.87792, 5.33619, 2.10903)  0.072
H (-6.22451, 5.90822, 1.78164)  0.077
H (-6.48691, 4.61389, 2.95448)  0.085
H (-5.52339, 1.57998, 1.82213)  0.079
H (-4.47148, 5.30468, 0.02288)  0.083
H (-0.97556, 3.49328, -1.49168)  0.062
H (-0.56903, 5.15622, -1.95946)  0.081
H (-2.20427, 4.51931, -2.25253)  0.090
H (-0.11844, 4.06824, 0.85520)  0.063
H (-0.88657, 5.37944, 1.76637)  0.085
H (0.14694, 5.76395, 0.36934)  0.074
H (-3.11433, 6.48755, -1.06892)  0.072
H (-1.54065, 7.08069, -0.53343)  0.074
H (-2.80154, 6.73097, 0.66427)  0.081
C (5.40163, -2.48359, 3.22773)  -0.128
C (5.17948, -1.62542, 2.16064)  -0.098
C (3.91471, -1.50490, 1.59866)  -0.012
C (2.83815, -2.25847, 2.06789)  -0.197
C (3.06186, -3.07355, 3.18229)  -0.024
C (4.32399, -3.19385, 3.74210)  -0.103
N (1.51489, -2.16936, 1.48059)  -0.135
N (0.57412, -2.33397, 2.55732)  0.004
C (0.36516, -1.17014, 3.18064)  -0.425
C (-0.30434, -1.20622, 4.45423)  -0.064
C (-0.44776, -0.06159, 5.18546)  -0.140
C (0.01020, 1.16789, 4.67485)  -0.134
C (0.55055, 1.14876, 3.40807)  -0.198
N (0.74697, 0.04485, 2.67770)  -0.010
H (6.38973, -2.58552, 3.66157)  0.082
H (5.99834, -1.03806, 1.75909)  0.090
H (3.74946, -0.80515, 0.79343)  0.080
H (2.22341, -3.61147, 3.59728)  0.101
H (4.47107, -3.85761, 4.58690)  0.088
H (-0.66081, -2.17005, 4.80394)  0.089
H (-0.93259, -0.09714, 6.15567)  0.086
H (-0.10677, 2.09222, 5.22299)  0.073
H (0.81932, 2.08310, 2.91864)  0.097
C (-0.05399, -3.62145, -1.67497)  -0.058
H (-0.06558, -4.70659, -1.49830)  0.094
H (0.82642, -3.38808, -2.26395)  0.082
H (-0.91947, -3.35702, -2.26694)  0.056

Its spin multiplicity is 1. As for the calculated total energy: -138484.12240 eV. The value obtained for the HOMO-LUMO gap is 0.201 hartree. Its total charge is -2.



Density functional theory data (ωB97M-V/def2-TZVPD) for C48H58CsN2O6P3S as an isolated structure at a distorted geometry.

Last column: Löwdin charge in e.
CARTESIAN COORDINATES (ANGSTROEM)
Cs (1.40075, 0.15454, -1.05064)  1.019
C (-4.78108, -0.15533, 0.35585)  -0.127
C (-4.10038, -1.33310, 1.05282)  -0.551
C (-4.22691, -2.60584, 0.22046)  -0.132
P (-2.37458, -0.74781, 1.53994)  1.085
C (-1.65882, -2.26347, 2.37751)  -0.542
C (-1.03402, -3.26196, 1.39838)  -0.140
C (-0.58891, -1.84015, 3.38564)  -0.116
C (-2.88135, 0.26367, 2.97856)  -0.324
C (-3.63029, -0.26652, 4.02400)  -0.097
C (-4.04937, 0.47133, 5.12159)  -0.316
C (-4.86370, -0.13901, 6.23181)  -0.088
C (-3.66740, 1.81654, 5.14541)  -0.081
C (-2.92333, 2.38377, 4.13835)  -0.041
C (-2.48863, 1.64002, 2.99405)  -0.341
N (-1.68663, 2.12829, 2.04010)  0.023
C (-1.52328, 3.46838, 1.85021)  -0.339
C (-2.58508, 4.39730, 1.81139)  -0.047
C (-2.36496, 5.74397, 1.59445)  -0.078
C (-1.08023, 6.24659, 1.40767)  -0.307
C (-0.83152, 7.71221, 1.15928)  -0.081
C (-0.02748, 5.33638, 1.42444)  -0.079
C (-0.21430, 3.97369, 1.62561)  -0.297
P (1.11063, 2.70532, 1.64556)  1.072
C (2.62978, 3.73186, 1.30893)  -0.581
C (3.90111, 2.95014, 1.65069)  -0.119
C (2.64385, 4.10596, -0.17677)  -0.146
C (1.16009, 2.39788, 3.48984)  -0.532
C (1.57799, 3.59910, 4.33106)  -0.117
C (1.96699, 1.14586, 3.83907)  -0.121
H (-5.83737, -0.37162, 0.16485)  0.069
H (-4.71925, 0.74987, 0.96259)  0.067
H (-4.30233, 0.05539, -0.60423)  0.068
H (-4.62093, -1.51285, 1.99928)  0.083
H (-3.82164, -2.48337, -0.78447)  0.053
H (-3.72319, -3.45258, 0.68567)  0.053
H (-5.28604, -2.86788, 0.12234)  0.069
H (-2.47872, -2.75448, 2.92149)  0.094
H (-0.12328, -2.84506, 0.96149)  0.058
H (-0.75003, -4.17335, 1.93582)  0.076
H (-1.68802, -3.54637, 0.57688)  0.035
H (0.27012, -1.42091, 2.85589)  0.054
H (-0.95597, -1.09608, 4.09200)  0.065
H (-0.23861, -2.71169, 3.94837)  0.076
H (-3.89463, -1.32219, 3.99386)  0.095
H (-5.14648, -1.16426, 5.98430)  0.062
H (-4.31495, -0.17143, 7.17914)  0.064
H (-5.78632, 0.42022, 6.41629)  0.063
H (-3.95830, 2.43582, 5.99160)  0.099
H (-2.63230, 3.42383, 4.21777)  0.097
H (-3.59505, 4.02861, 1.95048)  0.105
H (-3.21284, 6.42367, 1.56477)  0.096
H (-1.68794, 8.31352, 1.47150)  0.061
H (0.04324, 8.06706, 1.70981)  0.066
H (-0.65228, 7.92178, 0.10016)  0.069
H (0.97503, 5.72340, 1.27491)  0.091
H (2.60541, 4.64537, 1.91311)  0.086
H (3.84333, 1.90580, 1.33414)  0.053
H (4.76372, 3.40263, 1.15153)  0.074
H (4.10331, 2.94882, 2.72246)  0.055
H (2.82442, 3.22989, -0.80613)  0.023
H (1.70724, 4.55328, -0.51188)  0.062
H (3.45348, 4.81345, -0.38259)  0.077
H (0.10901, 2.18075, 3.69720)  0.082
H (2.63836, 3.83066, 4.19934)  0.059
H (0.99759, 4.48696, 4.07123)  0.066
H (1.41741, 3.39128, 5.39414)  0.070
H (3.04243, 1.32180, 3.79005)  0.060
H (1.72306, 0.80919, 4.85216)  0.075
H (1.75231, 0.33265, 3.14478)  0.043
O (1.45287, 0.57197, -4.30065)  -0.219
C (0.24968, 0.77180, -4.60497)  -0.678
O (-0.38848, 1.83603, -4.60778)  -0.027
C (-0.42321, -0.51782, -5.11609)  -0.126
C (-1.56343, -0.40018, -5.90378)  -0.031
C (-2.09869, -1.49740, -6.55783)  -0.094
C (-1.47881, -2.73391, -6.43773)  -0.099
C (-0.36503, -2.86745, -5.62324)  -0.115
C (0.15864, -1.78015, -4.92232)  -0.283
P (1.61662, -2.00826, -3.80091)  1.087
C (1.21810, -3.56982, -2.90267)  -0.363
C (2.20047, -4.00512, -2.00445)  -0.123
C (1.95922, -5.04430, -1.12141)  -0.080
C (0.71338, -5.65682, -1.08991)  -0.105
C (-0.29002, -5.19754, -1.92948)  -0.099
C (-0.04593, -4.15627, -2.81665)  -0.099
C (2.80781, -2.55466, -5.08913)  -0.333
C (3.50527, -3.75880, -5.06779)  -0.086
C (4.41655, -4.06715, -6.07096)  -0.105
C (4.64903, -3.17548, -7.10592)  -0.119
C (3.96607, -1.96491, -7.12814)  -0.095
C (3.05791, -1.65453, -6.13014)  -0.082
H (-1.99684, 0.58771, -5.99901)  0.110
H (-2.98343, -1.38821, -7.17472)  0.091
H (-1.85929, -3.59414, -6.97648)  0.092
H (0.11201, -3.83661, -5.53188)  0.106
H (3.15399, -3.48972, -1.94583)  0.099
H (2.73812, -5.33464, -0.42737)  0.104
H (0.51375, -6.45797, -0.38834)  0.094
H (-1.28040, -5.63568, -1.88331)  0.097
H (-0.86207, -3.78795, -3.42253)  0.089
H (3.33469, -4.46953, -4.26937)  0.089
H (4.94356, -5.01378, -6.03940)  0.092
H (5.35896, -3.41788, -7.88781)  0.088
H (4.14421, -1.25538, -7.92754)  0.095
H (2.53920, -0.70258, -6.13233)  0.100
O (-1.29008, -0.23989, -1.62086)  -0.136
C (-1.55978, -1.14065, -0.98647)  -0.105
N (2.26921, 3.34366, -3.85877)  0.052
C (2.87083, 2.46832, -3.35341)  -0.057
H (1.40839, 3.42452, -4.38449)  0.055
C (3.36908, -2.77983, 2.65173)  -0.154
S (3.52076, -1.71580, 1.21779)  0.307
O (4.26695, -2.49615, 0.24073)  -0.369
O (4.17939, -0.49552, 1.66000)  -0.365
O (2.13023, -1.47312, 0.81838)  -0.684
H (4.36291, -3.11117, 2.94580)  0.051
H (2.74370, -3.62657, 2.37559)  0.051
H (2.90206, -2.21182, 3.45452)  0.049

Its spin multiplicity is 1. As for the calculated total energy: -105234.91946 eV. The value obtained for the HOMO-LUMO gap is 0.190 hartree. Its total charge is -2. For the relative energy (zero: lowest compared OMol25 entry of this formula, charge and spin), the calculation gives 0.788 eV.